1.
The following is a quantum chemistry calculation of a molecular structure, C41H47FeN6O5P in a non-equilibrium geometry, from the OMol25 dataset.

Properties
E_HOMO (spin up / spin down), eV: -7.09 / -7.09
Maximum force, eV/Å: 2.65
LUMO (spin up / spin down), hartree: -0.0044 / -0.0049
Spin multiplicity: 1
Total charge: 0

The geometry in XYZ format:
```
101
Properties=species:S:1:pos:R:3:lowdin_charge:R:1
H 0.301 0.864 4.352 0.138
C 2.489 -1.807 -3.276 0.094
H -3.166 -4.073 -0.946 0.101
H -3.525 3.269 0.736 0.088
H 0.569 -3.255 -0.372 0.047
C -1.458 -3.347 2.648 -0.133
N 1.107 -1.531 -1.346 0.052
C -0.521 3.506 0.067 -0.442
C -5.193 -1.500 2.243 -0.066
N 2.247 0.304 0.765 0.065
H -1.294 -4.421 4.498 0.109
H 2.511 4.463 -0.674 0.094
N -1.762 4.005 -0.178 -0.064
C 1.768 -3.714 -2.072 0.026
H -3.708 -2.251 -4.787 0.116
C 1.102 -2.868 -1.218 -0.129
H 0.834 -3.000 2.063 0.069
H -2.246 5.927 0.541 0.128
C -1.766 1.155 -3.684 -0.049
H 3.777 1.099 1.952 0.143
N 0.540 4.354 -0.057 -0.060
C -2.422 0.072 -4.185 -0.034
C 3.325 -0.861 2.622 -0.113
H -1.004 7.160 -1.149 0.121
H 2.595 -2.598 3.567 0.141
C -2.926 3.137 -0.172 -0.026
H -0.980 -4.672 -0.432 0.105
O -0.362 2.307 0.387 -0.028
C -1.368 -3.387 1.253 -0.354
H -0.507 -6.654 0.926 0.114
H 0.291 6.294 0.738 0.128
H -3.549 3.380 -1.034 0.100
H -2.383 0.920 1.182 0.058
H -1.743 -2.426 3.146 0.099
C -2.964 -3.253 -1.627 -0.070
C -2.023 5.425 -0.407 -0.156
C 2.498 -3.191 -3.133 -0.080
C -4.068 -1.983 1.597 -0.082
H -5.992 -2.181 2.509 0.108
H -0.703 5.679 -2.075 0.129
C 3.299 -4.111 -4.043 -0.688
H -6.170 0.230 3.064 0.106
H -1.651 2.045 -4.294 0.107
C -2.219 -2.179 -1.243 -0.303
C -0.778 -5.728 1.418 -0.051
C -1.983 -1.077 -2.090 -0.192
H 1.282 6.170 -0.707 0.119
H -0.658 -6.551 3.396 0.108
H -2.840 0.082 -5.185 0.112
H 2.169 -2.688 1.166 0.109
C 2.171 -1.759 3.013 -0.323
C 1.904 3.843 -0.017 -0.014
H 1.623 2.144 2.653 0.112
P -1.559 -1.787 0.358 1.127
H 2.887 0.291 -0.016 0.111
O 2.341 1.087 -3.293 0.093
O 1.230 0.997 -1.362 -0.190
N -0.211 0.248 2.403 0.051
C 1.800 -1.019 -2.375 -0.148
C -1.230 0.023 -1.584 -0.127
C -5.296 -0.145 2.545 -0.074
C -1.171 1.133 -2.391 -0.089
H 0.326 -1.644 4.157 0.105
C 0.775 0.365 3.505 -0.335
H -0.928 -0.411 2.686 0.046
H 1.613 1.085 0.592 0.029
C -0.842 6.085 -1.070 -0.154
H -0.617 2.006 -2.085 0.092
O 3.874 -3.543 -4.992 -0.028
C -1.208 -4.475 3.420 -0.071
C 2.884 0.486 2.081 -0.329
H 0.646 -1.343 0.825 0.127
H -4.063 -4.145 -3.267 0.104
O 3.277 -5.319 -3.701 -0.053
C -4.284 0.723 2.170 -0.066
C -3.295 -2.228 -3.784 -0.015
H -2.915 5.497 -1.027 0.120
C -0.857 -5.668 2.801 -0.072
C -3.492 -3.285 -2.941 -0.064
N 1.491 -2.273 1.801 0.068
C -3.155 0.234 1.512 -0.100
H 3.039 -1.348 -4.087 0.136
C 1.213 -1.028 3.966 -0.093
C 1.973 1.196 3.075 -0.101
H 2.332 3.888 0.990 0.090
H 1.934 2.835 -0.402 0.059
H -0.674 1.141 2.258 0.066
H 1.768 -4.791 -1.939 0.119
H 2.564 1.432 3.964 0.129
H 3.948 -1.366 1.875 0.128
C -1.036 -4.596 0.647 -0.099
H 3.952 -0.713 3.507 0.129
C 0.378 5.794 -0.232 -0.155
H -4.000 -3.041 1.368 0.111
C 1.810 0.458 -2.402 -0.565
C -2.567 -1.078 -3.375 -0.154
H -4.367 1.781 2.382 0.098
C -3.026 -1.122 1.241 -0.313
H -2.623 2.104 -0.265 0.049
H 1.727 -0.923 4.925 0.128
Fe 0.155 -0.156 -0.107 0.389
```

***

2.
The following is a quantum chemistry calculation of a molecular structure, C41H47N7NiP2S in a non-equilibrium geometry, from the OMol25 dataset.

Properties
E_HOMO (spin up / spin down), eV: -5.82 / -6.41
Maximum force, eV/Å: 1.06
LUMO (spin up / spin down), hartree: 0.0129 / 0.0046
Spin multiplicity: 3
Total charge: 0
Relative energy (zero: lowest compared OMol25 entry of this formula, charge and spin), kcal/mol: 64.4
⟨S²⟩: 2.045

The geometry in XYZ format:
```
99
Properties=species:S:1:pos:R:3:lowdin_charge:R:1
N 2.997 0.788 -0.460 0.038
C 3.796 0.761 0.664 -0.118
H -0.388 0.444 -1.903 0.000
H -0.183 -2.555 -2.680 0.073
H 3.400 0.933 1.652 0.094
C 6.262 -2.464 -0.815 -0.173
H -2.599 4.763 0.598 0.084
H -0.354 -5.931 0.840 0.092
H 5.697 -5.896 0.745 0.101
H -0.864 3.949 -0.477 0.083
H -6.365 -1.684 1.777 0.099
C -4.080 -3.259 -0.897 -0.095
C -2.203 -0.698 -2.095 -0.328
C -0.976 -2.973 -0.711 -0.436
H 6.944 0.608 -1.962 0.138
C 0.650 -5.273 -0.975 -0.126
H 1.173 4.174 2.433 0.125
H 1.645 2.534 0.034 0.059
C -1.413 0.605 -2.292 -0.316
H -3.439 -3.713 -1.644 0.108
H -5.695 -4.613 -1.275 0.101
C 6.178 -0.156 -1.851 -0.061
H -1.949 -1.421 -2.870 0.076
H -1.472 2.718 -1.832 0.059
H 1.479 -4.379 -2.713 0.099
C 0.552 3.282 2.578 -0.155
N 6.812 -1.289 -1.236 -0.073
H -1.168 4.220 1.848 0.127
H -1.282 0.815 -3.357 0.113
C 7.320 -3.116 -0.201 -0.236
C -5.136 2.776 -0.423 -0.113
H 0.193 -0.785 1.596 0.063
H -3.274 -0.496 -2.164 0.079
C 5.076 0.466 0.327 -0.044
H -7.102 3.456 -0.937 0.102
H -4.314 6.466 0.279 0.103
C -6.112 3.745 -0.609 -0.085
C 5.882 -4.924 0.307 -0.080
C 0.133 3.280 4.019 -0.088
C -1.095 3.191 4.534 -0.095
C 0.795 -4.277 -1.878 -0.146
C -4.550 5.429 0.077 -0.080
C -5.352 -3.770 -0.688 -0.086
H 4.126 -2.481 -1.324 0.051
C -0.251 -5.136 0.114 -0.081
C -0.033 3.694 0.178 -0.219
C 7.142 -4.380 0.375 -0.019
C 4.810 -4.238 -0.312 -0.061
H 3.569 -0.491 -3.354 0.076
H 1.223 2.438 2.390 0.094
C 4.971 -3.000 -0.887 -0.005
H 5.787 -0.424 -2.830 0.132
H -0.788 0.954 3.248 0.108
N 5.065 0.317 -1.045 -0.012
H 3.824 -4.687 -0.327 0.099
H -3.667 2.269 2.401 0.097
N 8.118 -1.226 -0.873 0.046
C -0.579 3.347 1.553 -0.283
H 0.947 3.413 4.725 0.103
H -3.029 1.993 -2.145 0.080
N 0.747 2.607 -0.432 0.022
Ni 0.647 0.384 -0.551 0.011
H 1.207 -6.196 -1.093 0.097
C 3.787 0.518 -1.475 -0.387
H -1.780 -3.931 1.012 0.104
C -3.575 4.456 0.252 -0.081
N 8.441 -2.305 -0.269 0.067
H -6.577 5.839 -0.501 0.101
C -5.727 -2.133 1.025 -0.092
H 0.579 4.598 0.273 0.122
C 3.389 0.488 -2.909 -0.031
P -1.922 -1.450 -0.405 1.036
C -4.447 -1.630 0.817 -0.117
C -1.565 2.134 1.612 -0.442
C -3.847 3.111 0.000 -0.384
C 0.120 -2.964 -1.716 -0.644
S 1.440 -1.745 -1.110 0.628
H -7.173 -3.608 0.441 0.099
C -2.387 2.931 3.881 -0.083
H -3.250 3.086 4.520 0.102
N 0.235 0.230 1.549 0.000
C -6.182 -3.206 0.275 -0.096
C -2.631 2.466 2.655 -0.126
H 7.964 -4.890 0.860 0.111
C -5.819 5.078 -0.360 -0.092
C -2.070 1.828 -1.644 -0.340
H -4.100 -0.792 1.411 0.070
H 0.980 2.861 -1.388 0.097
C -0.969 0.802 2.184 -0.238
H -5.376 1.732 -0.601 0.098
H 1.057 0.497 2.078 0.061
H 5.972 0.341 0.910 0.123
H -1.164 3.285 5.613 0.098
P -2.685 1.677 0.120 1.118
H 2.319 0.669 -2.965 0.057
H 3.926 1.249 -3.481 0.087
H -1.763 0.063 2.099 0.074
C -1.048 -3.992 0.212 -0.139
C -3.607 -2.180 -0.147 -0.375
```

***

Number 2 is which compound?
C41H47N7NiP2S